[1]
Computed, not measured: a molecular structure, C34H31CrN6O7PS2Se, with ωB97M-V/def2-TZVPD.

```
! wB97M-V def2-TZVPD RIJCOSX def2/J DEFGRID3
* xyz -1 2
Se -4.308 -3.084 0.499
Cr -2.517 -0.391 0.760
S -3.055 0.734 2.655
S -4.633 1.310 1.411
P 1.511 0.354 -0.487
O -3.763 -4.602 0.623
O -4.324 0.303 0.305
O -4.368 2.650 0.924
O -5.911 1.099 2.022
O -5.603 -2.725 1.358
O -2.980 -2.113 1.106
O -4.335 -2.692 -1.098
N 0.295 -2.923 -0.894
N -2.128 2.864 -1.650
N -1.662 -3.917 -1.297
N -1.690 1.384 -0.070
N -2.431 -0.807 -1.373
N -0.532 -1.065 1.369
C 1.913 4.455 -1.188
C 0.325 -4.213 -0.378
C 1.676 3.286 -3.267
C 4.348 0.712 -0.749
C 1.553 2.092 -2.570
C 3.517 -1.527 -0.492
C -2.750 0.448 -2.058
C 5.884 -1.141 -0.675
C -0.636 4.414 1.822
C 2.236 1.320 2.084
C 2.103 1.473 3.451
C 1.627 2.055 -1.176
C 4.814 -2.015 -0.527
C -0.932 5.350 0.821
C 0.237 -0.037 3.414
C -0.908 -4.833 -0.594
C -1.193 -6.111 -0.126
C -2.156 1.570 -1.280
C 0.365 -0.184 2.032
C 3.272 -0.155 -0.583
C -0.178 -6.762 0.546
C -0.840 3.060 1.637
C 1.084 0.798 4.114
C 1.076 -6.161 0.754
C -1.436 4.954 -0.403
C 1.861 4.473 -2.575
C 1.343 -4.884 0.303
C -1.353 2.652 0.410
C -1.368 -1.545 -2.088
C 1.795 3.260 -0.495
C -0.908 -2.792 -1.403
C -1.634 3.594 -0.580
C 5.647 0.221 -0.795
C 1.352 0.533 1.339
H 1.954 5.409 -3.113
H 1.623 3.287 -4.349
H 2.301 -4.411 0.480
H 1.839 -6.708 1.292
H -1.732 -1.813 -3.087
H 6.474 0.908 -0.924
H -3.834 0.582 -2.053
H -2.177 -6.541 -0.244
H -0.872 -1.788 1.999
H 2.674 -2.205 -0.422
H 2.027 5.379 -0.636
H -0.356 -7.754 0.941
H -2.473 3.229 -2.520
H 1.401 1.165 -3.115
H 4.176 1.777 -0.851
H -2.399 0.455 -3.096
H 3.060 1.805 1.576
H -0.092 -1.537 0.577
H 1.796 3.282 0.585
H 0.958 0.908 5.184
H -0.550 -0.577 3.928
H -0.253 4.763 2.773
H -0.494 -0.902 -2.187
H -1.668 5.670 -1.181
H -3.277 -1.416 -1.370
H 2.792 2.103 3.999
H -0.638 2.347 2.422
H 4.989 -3.081 -0.453
H -0.769 6.402 1.015
H 6.897 -1.522 -0.710
H -2.677 -3.956 -1.345
*
```

Summary:
HOMO (alpha / beta): -5.63 / -5.52 eV
⟨S²⟩: 0.76
Kohn-Sham gap (alpha / beta): 7.688 / 7.576 eV

***

[2]
Computed, not measured: a molecular structure, C34H31I2N2OPPt, with ωB97M-V/def2-TZVPD.

```
! wB97M-V def2-TZVPD RIJCOSX def2/J DEFGRID3
* xyz 0 1
Pt -0.003 -0.042 0.147
I 4.480 4.120 -4.050
I 3.775 -1.622 -2.227
P -2.504 -0.037 -0.076
O 2.217 -0.060 -0.026
N 0.270 0.297 2.420
N 0.328 2.239 0.517
C -4.283 0.497 0.067
C -1.951 -0.438 -2.799
C 0.153 0.809 5.120
C -6.135 1.465 1.247
C -0.096 1.816 4.201
C -1.603 1.259 -4.447
C -6.946 1.293 0.139
C 2.973 3.122 -1.609
C -2.250 0.519 -1.828
C 0.538 -0.670 3.294
C -2.633 3.002 -1.254
C -1.621 -0.078 -4.094
C -6.430 0.716 -1.014
C -4.003 -3.852 0.384
C -2.709 -1.858 -0.078
C -3.931 -2.483 0.179
C 3.974 1.346 -2.889
C 2.675 0.814 -0.863
C -0.035 1.516 2.848
C -1.942 2.217 -3.506
C -1.623 -3.993 0.157
C 1.739 2.668 0.530
C -1.531 -2.626 -0.108
C -5.104 0.327 -1.047
C -3.937 1.296 2.448
C 3.717 2.695 -2.696
C -2.264 1.881 -2.194
C -0.367 2.525 1.777
C 2.475 2.211 -0.694
C 3.449 0.441 -1.993
C -4.799 1.067 1.232
C -0.213 -2.016 -0.415
C 0.479 -0.459 4.661
C -2.841 -4.607 0.390
H -0.144 2.703 -0.251
H -3.504 2.753 -0.653
H -4.529 1.245 3.362
H -2.885 -5.673 0.576
H -0.161 3.538 2.143
H -4.692 -0.115 -1.946
H -7.984 1.599 0.176
H -7.059 0.568 -1.882
H -0.334 2.822 4.524
H -1.440 2.441 1.589
H -1.963 3.261 -3.798
H -3.481 2.290 2.406
H -4.841 -1.906 0.244
H -2.006 -1.487 -2.537
H -2.868 3.904 -1.818
H -0.714 -4.582 0.168
H -3.138 0.557 2.507
H -4.963 -4.322 0.556
H 4.567 1.008 -3.727
H -0.084 -1.862 -1.494
H 0.826 -1.623 2.867
H 0.101 1.014 6.181
H 2.200 2.224 1.417
H 0.702 -1.263 5.348
H 2.795 4.182 -1.470
H -1.822 3.251 -0.565
H -1.379 -0.841 -4.823
H 1.805 3.760 0.612
H -1.343 1.559 -5.454
H 0.610 -2.651 -0.085
H -6.541 1.919 2.144
*
```

Summary:
HOMO: -6.68 eV
Kohn-Sham gap: 6.401 eV

***

[3]
Computed, not measured: a molecular structure, C34H31KN4O6PS, with ωB97M-V/def2-TZVPD.

```
! wB97M-V def2-TZVPD RIJCOSX def2/J DEFGRID3
* xyz -1 1
K 1.434 0.979 -0.320
S 0.064 3.584 -1.702
P 0.019 -2.727 0.027
O 3.387 0.043 5.645
O -0.025 0.704 -2.336
O 3.293 1.093 1.351
O -2.926 -1.548 -0.535
O 1.505 -0.723 6.539
O 4.089 1.014 3.438
N -2.600 0.166 0.885
N -0.340 0.481 3.039
N 0.725 0.838 2.315
N -0.419 1.481 -3.311
C 1.774 0.681 3.112
C -0.809 0.892 -4.466
C -1.063 -4.987 -1.128
C -0.441 2.852 -3.152
C -0.064 -7.167 -1.286
C -2.564 -1.082 0.675
C -0.812 -3.900 2.476
C -1.262 1.606 -5.542
C 0.068 -4.498 -0.472
C 2.100 -0.198 5.615
C 1.692 -2.501 0.743
C -3.790 2.875 0.781
C -4.129 1.795 -0.241
C -1.594 -4.006 3.613
C -1.321 2.997 -5.430
C 4.023 -2.130 0.207
C 3.168 0.953 2.575
C 2.010 -2.431 2.095
C 3.323 -2.217 2.500
C -1.070 -2.931 1.506
C -4.435 2.431 -1.596
C -2.671 -3.150 3.796
C -2.969 -2.206 2.829
C -0.918 3.588 -4.261
C 1.359 0.196 4.383
C -1.134 -6.313 -1.524
C 1.136 -5.359 -0.242
C 2.714 -2.332 -0.196
C -0.011 0.079 4.272
C -2.971 0.814 -0.388
C 4.330 -2.070 1.560
C 1.070 -6.686 -0.649
C -3.259 -0.375 -1.323
C -2.182 -2.101 1.685
H -3.816 -1.542 2.946
H -5.007 1.231 0.103
H -1.895 -4.318 -1.321
H -4.699 1.687 -2.353
H -5.268 3.131 -1.514
H -0.735 -0.267 4.989
H 3.710 0.494 4.752
H 5.341 -1.862 1.882
H -1.562 1.084 -6.440
H -2.624 -0.376 -2.206
H -0.723 -0.184 -4.441
H 4.799 -1.986 -0.534
H -4.313 -0.459 -1.596
H -2.909 3.430 0.450
H 3.550 -2.126 3.555
H -1.358 -4.751 4.362
H -0.114 -8.202 -1.600
H -2.099 1.370 -0.747
H -3.575 2.445 1.760
H 1.237 -2.505 2.849
H -1.676 3.604 -6.254
H -4.617 3.580 0.886
H -3.281 -3.223 4.687
H -2.021 -6.680 -2.025
H 2.024 -4.993 0.259
H -1.243 0.515 2.561
H -3.561 2.982 -1.949
H 0.030 -4.569 2.342
H 2.472 -2.354 -1.255
H 1.908 -7.346 -0.462
H -0.944 4.661 -4.138
*
```

Summary:
HOMO: -4.71 eV
Kohn-Sham gap: 6.912 eV

***

The E_tot results, record by record, are as follows: -6753.275039, -2555.010128, -3324.358581 a.u..